No. 1
Molecular formula: C39H83AsF6N7OP
Method: DFT, ωB97M-V with the def2-TZVPD basis set

XYZ file:
```
138
Properties=species:S:1:pos:R:3:forces:R:3
As -1.1768 -0.4464 -0.5367 0.14 1.91 -0.21
F -1.1427 1.4262 -0.4492 0.02 -3.08 0.27
F 0.5829 -0.4949 -0.8224 -1.44 -0.11 0.22
F -1.2820 -2.2042 -0.6865 0.12 0.67 0.10
F -2.9575 -0.4222 -0.2375 1.89 -0.02 -0.09
F -1.4228 -0.2864 -2.3185 0.03 -0.33 1.74
F -0.7786 -0.6598 1.2389 -0.86 0.42 -1.88
C -3.5790 -4.1024 1.3327 0.08 -0.69 1.01
N -2.8065 -3.7860 2.6259 -0.41 -0.75 -0.43
C -3.1234 -2.3297 2.9454 0.55 -0.99 0.87
C -3.3506 -4.7501 3.7318 -0.10 0.86 -0.38
C -1.3148 -4.0053 2.2910 -0.56 -0.51 0.15
C -0.3775 -4.3451 3.4876 -0.74 -2.07 -3.92
O -0.2526 -3.1997 4.1431 0.51 2.65 2.64
H -3.5461 -5.1798 1.1707 0.29 0.03 -0.03
H -3.1146 -3.5851 0.4931 -0.18 0.20 0.22
H -4.6332 -3.8821 1.5005 0.17 0.43 -0.14
H -2.4594 -2.0397 3.7597 0.00 0.09 -0.10
H -4.1467 -2.3260 3.3207 -0.01 0.30 -0.35
H -2.9404 -1.7103 2.0673 -0.18 -0.16 0.04
H -4.3475 -4.3887 3.9843 -0.09 -0.17 -0.32
H -2.8153 -4.7403 4.6812 0.53 0.38 -0.41
H -3.3951 -5.7753 3.3640 0.10 0.23 -0.20
H -0.9923 -3.1043 1.7692 0.13 0.39 0.58
H -1.3038 -4.7075 1.4574 0.03 -0.70 0.55
H 0.5429 -4.6240 2.9746 0.41 -0.10 -0.15
H -0.6105 -5.2357 4.0713 -0.65 0.06 0.14
H 0.3794 -3.3545 4.8489 0.10 0.38 0.37
C 1.7485 0.3793 7.5280 -0.66 -1.12 0.50
C 0.9482 -0.7557 6.8812 -0.39 1.41 -0.71
N -0.1789 -0.1056 6.0671 0.28 0.21 -1.87
C -1.5301 -0.1318 6.3903 0.09 1.28 -2.37
C -2.2141 0.4917 5.3249 1.51 -0.17 1.71
N -1.2713 0.9503 4.4426 3.60 -1.25 0.90
C 0.0146 0.5543 4.8303 -3.88 -0.85 3.38
C -1.4722 1.7043 3.2379 -0.82 0.78 -0.74
H 1.0340 0.8879 8.1752 0.34 0.45 -0.01
H 2.2199 1.0470 6.8068 -0.03 -0.09 0.15
H 2.4744 -0.1163 8.1726 0.29 0.38 -0.05
H 0.4828 -1.4068 7.6211 -0.04 0.14 -0.11
H 1.5721 -1.3474 6.2113 -0.25 -0.01 -0.13
H -1.9523 -0.4207 7.3415 0.33 -0.38 -0.10
H -3.2538 0.7796 5.2755 0.10 -0.10 -0.19
H 0.9752 0.8667 4.4483 -0.26 -0.19 -0.27
H -2.1210 2.5460 3.4801 -0.37 -0.22 -0.24
H -1.8695 1.0367 2.4733 -0.15 0.37 -0.04
H -0.5747 2.1850 2.8486 0.29 -0.49 0.33
C -5.8644 -2.1468 -0.6454 -0.81 -0.49 -0.68
C -6.1695 -0.7451 -1.2178 -0.39 -0.88 1.72
N -5.6336 -0.5377 -2.5394 2.18 0.14 -3.87
C -6.2960 0.2250 -3.5356 2.19 0.06 0.51
C -5.4196 0.3650 -4.6080 -1.19 -0.93 1.01
N -4.3100 -0.4413 -4.3881 -2.24 -0.32 3.06
C -4.4386 -0.9769 -3.1103 -1.72 1.51 -0.59
C -3.2628 -0.6748 -5.3521 0.73 0.13 -0.38
H -6.1432 -2.8899 -1.3925 0.60 -0.09 -0.45
H -6.5501 -2.5017 0.1240 -0.08 0.88 0.47
H -4.8493 -2.3002 -0.2792 -0.03 0.29 -0.34
H -5.8448 -0.0042 -0.4872 0.48 0.30 -0.43
H -7.2417 -0.5643 -1.2927 -0.02 -0.35 -0.12
H -7.2368 0.6793 -3.2620 0.06 0.06 -0.45
H -5.5554 0.8976 -5.5376 0.00 -0.10 0.09
H -3.7300 -1.6125 -2.6000 -0.01 0.12 -0.23
H -3.5509 -0.3634 -6.3562 -0.40 0.17 0.25
H -3.0432 -1.7381 -5.4480 0.19 0.12 0.36
H -2.4199 -0.0507 -5.0553 0.31 -0.41 -0.10
C 2.1614 -4.9568 0.4957 1.16 -0.83 -1.47
C 2.4681 -5.7327 -0.8443 -0.18 -0.94 2.30
N 2.3115 -4.9518 -2.0305 -0.95 2.14 -1.75
C 2.7960 -5.3489 -3.2822 -1.29 1.94 -0.21
C 2.3205 -4.4084 -4.1812 -0.79 0.14 1.10
N 1.4946 -3.4862 -3.4777 1.66 -1.47 1.77
C 1.5605 -3.8035 -2.1624 1.06 -2.08 -0.94
C 0.7848 -2.3492 -4.0339 -0.15 0.10 -0.70
H 2.9280 -4.1859 0.5740 -0.73 0.80 -0.02
H 2.3511 -5.5432 1.3948 -0.20 -0.57 -0.38
H 1.0997 -4.7176 0.4358 0.23 0.74 0.40
H 1.7510 -6.5532 -0.8691 0.08 -0.17 -0.29
H 3.4646 -6.1721 -0.8876 -0.01 0.12 0.29
H 3.3774 -6.2477 -3.4259 0.02 0.18 0.03
H 2.4276 -4.2711 -5.2470 0.14 -0.30 0.11
H 1.1120 -3.3207 -1.3067 -0.14 0.25 -0.39
H -0.2952 -2.4889 -3.9871 0.08 -0.26 0.00
H 1.1005 -2.3271 -5.0770 -0.21 0.43 0.05
H 0.9975 -1.4085 -3.5261 0.34 -0.22 0.03
C -1.7816 5.5472 -1.3449 -0.02 -0.21 -1.47
C -0.9016 6.0170 -0.2234 0.85 -0.33 -0.02
C 0.6194 5.5993 -0.4759 -0.37 -0.65 1.42
C 0.7822 4.0250 -0.4609 -0.01 0.32 -1.40
P 2.3926 3.2377 -1.0944 0.53 2.05 1.50
C 2.1719 2.7451 -2.8093 0.70 0.01 -0.52
C 1.1617 1.6176 -3.0712 -0.72 0.90 -0.32
C 0.1758 1.9857 -4.1958 -1.13 -1.18 -0.36
C -1.0882 2.8013 -3.9378 0.78 1.26 0.58
C 3.8560 4.5159 -0.9091 -1.45 -1.20 0.26
C 4.3185 4.7240 0.5743 -1.77 -2.28 -1.11
C 5.2984 5.7837 0.6625 2.00 1.03 1.05
C 6.7597 5.3286 0.4469 -0.59 0.23 -0.54
C 2.8737 1.8653 0.0452 -0.33 -0.65 -1.12
C 4.1273 1.0586 -0.4171 0.93 0.69 1.19
C 3.9039 -0.1420 -1.2923 -2.56 0.31 -1.59
C 4.9939 -1.0682 -1.6154 1.89 -0.87 0.96
H -2.7476 6.0449 -1.4292 0.01 -0.06 0.37
H -1.9291 4.4673 -1.3575 -0.29 -0.10 0.39
H -1.3022 5.7116 -2.3099 0.12 0.35 -0.18
H -1.3582 5.5959 0.6723 0.65 -0.17 0.46
H -0.9974 7.0937 -0.0834 0.37 0.04 -0.21
H 1.2885 5.9736 0.2989 -0.24 0.31 0.22
H 0.9947 6.0619 -1.3887 -0.27 -0.27 -0.29
H 0.0213 3.6945 -1.1680 0.14 -0.46 -0.29
H 0.4468 3.5411 0.4564 0.43 0.26 0.32
H 3.1583 2.6046 -3.2513 0.46 -0.99 0.44
H 2.0059 3.6024 -3.4617 -0.97 0.63 0.53
H 0.5626 1.3792 -2.1924 0.19 0.18 0.11
H 1.6278 0.6788 -3.3706 0.40 0.23 0.13
H -0.3096 1.0254 -4.3700 0.53 -0.47 -0.94
H 0.6685 2.3636 -5.0917 0.21 -0.29 0.01
H -1.6079 3.1438 -4.8326 0.11 -0.61 -0.34
H -0.7970 3.7647 -3.5194 -0.31 0.08 0.65
H -1.7825 2.2478 -3.3055 0.03 0.30 0.23
H 3.5133 5.4470 -1.3602 -0.16 0.06 0.09
H 4.6561 4.1516 -1.5535 0.13 -0.11 0.11
H 4.7507 3.7865 0.9242 -0.03 -0.18 0.14
H 3.4781 4.9503 1.2306 -0.37 -0.09 -0.19
H 5.2655 6.1303 1.6954 -0.15 0.71 -0.16
H 4.9867 6.5530 -0.0440 0.43 0.47 0.28
H 6.7545 4.5321 -0.2971 0.41 0.24 -0.49
H 7.2632 4.8846 1.3056 -0.39 0.23 0.32
H 7.3197 6.2132 0.1436 0.32 -0.41 -0.24
H 2.0640 1.1426 0.1470 -0.37 0.13 -0.21
H 2.9344 2.3416 1.0238 0.49 0.08 -0.05
H 4.6705 0.7482 0.4755 -0.15 -0.13 0.33
H 4.8589 1.7253 -0.8737 0.01 0.15 -0.29
H 3.6540 0.2189 -2.2900 -0.58 0.45 -0.16
H 3.0128 -0.7008 -1.0063 -0.17 0.05 0.46
H 4.7560 -1.9199 -2.2527 -0.45 0.49 -0.56
H 5.3466 -1.6067 -0.7359 0.51 0.35 0.32
H 5.7893 -0.4646 -2.0526 0.42 -0.55 -0.04
```
Positions in Å, forces in eV/Å.

The total energy comes out at -140668.1585 eV. The value obtained for the relative energy (zero: lowest compared OMol25 entry of this formula, charge and spin) is 90.9 kcal per mole. Its maximum force is 5.215 eV/A. The frontier orbital gap comes out at 9.207 eV. As for the net charge: +4.


No. 2
Molecular formula: C27H32FeNO
Method: DFT, ωB97M-V with the def2-TZVPD basis set

XYZ file:
```
62
Properties=species:S:1:pos:R:3:forces:R:3
C -3.2285 -2.1009 -1.2621 -0.01 0.40 -0.03
C -2.7116 -3.4871 -0.8862 -0.22 0.43 0.22
C -1.1740 -3.5421 -0.8371 -0.96 -0.98 -0.22
C -0.4061 -2.2761 -0.6835 -2.62 0.82 0.92
N 0.9240 -2.4211 -0.8474 3.05 -0.58 0.26
C 1.4126 -3.8236 -1.0797 0.43 1.13 -0.57
C 2.9268 -3.9362 -0.9996 0.40 0.54 -0.21
O 3.5987 -2.9302 -1.7850 -0.71 -0.25 0.75
C 3.2340 -1.6208 -1.3445 0.30 -0.19 0.00
C 1.7495 -1.3387 -1.4499 -0.61 -1.14 -0.36
C -1.0869 -0.8752 -0.5971 -0.34 -1.78 -1.63
C -2.6003 -0.9686 -0.4461 -0.18 -0.46 -0.06
H -2.9943 -1.8987 -2.3150 -0.11 -0.12 -0.03
H -4.3176 -2.0594 -1.1502 0.05 -0.04 -0.12
H -3.1215 -3.8038 0.0852 0.01 0.27 -0.18
H -3.0924 -4.2076 -1.6301 0.21 0.12 0.31
H -0.9253 -4.2575 -0.0339 -0.01 0.08 -0.08
H -0.9000 -4.0915 -1.7608 0.21 0.41 0.27
H 1.0020 -4.5158 -0.3361 -0.01 0.30 -0.25
H 1.1174 -4.1376 -2.0974 0.00 -0.06 0.31
H 3.2428 -3.8847 0.0641 0.06 0.04 -0.50
H 3.2421 -4.8895 -1.4563 -0.13 0.26 0.40
H 3.5583 -1.4492 -0.3026 0.06 -0.15 -0.28
H 3.7805 -0.9538 -2.0216 -0.13 0.09 0.32
H 1.4712 -1.2648 -2.5122 0.06 0.16 -0.06
H 1.5396 -0.3859 -0.9689 0.04 -0.05 0.01
H -0.8758 -0.5396 -1.6370 -0.36 0.54 0.47
H -3.0338 0.0029 -0.7385 0.09 -0.26 0.12
H -2.8109 -1.1124 0.6195 -0.15 -0.06 -0.07
C 2.0259 4.4465 -0.7092 2.28 0.15 0.77
C 1.4531 4.6164 0.6088 1.44 -0.51 0.68
C 1.7161 3.4159 1.3723 2.79 1.06 0.28
C 2.4599 2.5016 0.5247 0.28 1.26 0.84
C 2.6504 3.1400 -0.7661 0.96 1.30 0.76
Fe 0.7405 3.0257 -0.3076 -0.31 -0.75 0.33
C -0.2168 3.1178 -2.0605 -2.60 -0.88 -1.03
C -0.9613 3.7904 -1.0075 -0.29 -1.05 -0.99
C -1.1656 2.8421 0.0741 -1.56 -1.18 -1.20
C -0.5540 1.5587 -0.3033 -1.50 0.37 -1.19
C -0.5815 0.1828 0.3502 0.80 1.42 1.99
C -1.1408 0.3996 1.8288 0.35 -0.49 -0.24
C -0.2578 -0.0140 2.8322 0.15 -0.06 0.35
C -0.4647 0.2520 4.1912 -0.33 -0.15 -0.20
C -1.6306 0.9143 4.5933 0.35 0.19 -0.29
C -2.5155 1.3906 3.6198 0.06 -0.41 -0.43
C -2.2907 1.0988 2.2544 -0.21 -0.05 0.12
C 0.0156 1.7597 -1.6429 -1.20 0.60 -0.25
H 2.0316 5.1848 -1.5017 -0.21 -0.15 0.08
H 0.9742 5.5087 0.9887 -0.19 -0.18 -0.15
H 1.4969 3.2610 2.4212 -0.26 -0.07 -0.21
H 2.9118 1.5708 0.8454 -0.30 -0.04 -0.14
H 3.2190 2.7254 -1.5917 -0.27 0.03 0.11
H 0.0951 3.5344 -3.0231 -0.08 -0.06 0.59
H -1.3316 4.8243 -1.0458 0.46 -0.60 0.20
H -1.7449 3.0398 0.9698 0.46 0.13 -0.20
H 0.4521 -0.1168 0.5647 -0.07 0.36 0.03
H 0.6223 -0.5897 2.5285 -0.15 0.31 0.19
H 0.2872 -0.0642 4.9268 -0.43 0.05 -0.34
H -1.8266 1.0839 5.6530 0.08 0.08 -0.28
H -3.3913 1.9905 3.9246 0.46 -0.51 -0.29
H -3.0499 1.4185 1.5288 0.44 -0.08 0.25
H 0.4513 0.9591 -2.2318 0.19 0.44 0.11
```
Positions in Å, forces in eV/Å.

The total energy comes out at -66435.9269 eV. The value obtained for the relative energy (zero: lowest compared OMol25 entry of this formula, charge and spin) is 76.4 kcal per mole. The spin multiplicity is 5. Its maximum force is 3.115 eV/A. The frontier orbital gap (alpha / beta) comes out at 1.762 / 8.703 eV. As for the net charge: -1.


No. 3
Molecular formula: C30H22ClIrO7S
Method: DFT, ωB97M-V with the def2-TZVPD basis set

XYZ file:
```
62
Properties=species:S:1:pos:R:3:forces:R:3
Ir 0.6504 0.9733 -0.2862 0.21 0.67 -0.44
C -0.2317 0.8310 4.1175 0.18 -0.09 -0.17
C -0.5533 0.6851 2.6483 -0.13 -0.08 0.30
O 0.4301 0.4837 1.9013 0.15 0.09 -0.22
C -1.9190 0.7614 2.2109 0.07 0.08 -0.52
C -2.9624 0.8308 3.1648 -0.03 0.00 0.07
C -4.2773 0.8738 2.8014 -0.05 0.00 0.12
C -4.6122 0.8577 1.4353 0.12 0.01 -0.01
C -3.6387 0.7947 0.4799 0.11 -0.09 -0.19
C -2.2569 0.7493 0.8174 -0.18 0.05 0.60
O -1.4182 0.6779 -0.1542 0.59 0.18 -0.77
H 0.8487 0.8300 4.2372 -0.01 0.02 -0.03
H -0.6419 -0.0040 4.6858 -0.08 0.06 0.04
H -0.6414 1.7651 4.4992 -0.04 -0.04 0.08
H -2.7113 0.8296 4.2164 -0.01 0.03 0.00
H -5.0522 0.9118 3.5544 0.01 0.02 -0.01
H -5.6518 0.9031 1.1359 0.00 -0.03 -0.01
H -3.8741 0.7658 -0.5763 -0.02 0.05 0.02
Cl 1.7434 8.1419 1.9572 -0.01 0.08 0.05
C 1.4017 6.5975 1.2475 -0.06 -0.09 -0.06
C 0.5951 6.5189 0.1110 0.09 0.08 0.04
C 0.3211 5.2854 -0.4313 -0.05 -0.41 -0.06
C 0.8224 4.0881 0.1107 0.44 0.91 0.49
O 0.3227 2.9765 -0.3849 -0.29 -1.94 -0.18
C 1.7287 4.1862 1.2122 -0.28 -0.12 -0.56
C 2.4839 3.1512 1.7920 -0.28 0.18 0.54
O 2.9480 1.9941 1.2502 0.38 -0.02 -0.16
C 1.9459 5.4658 1.7876 0.03 -0.09 0.03
H 0.1826 7.4155 -0.3300 0.01 0.01 0.03
H -0.3368 5.1949 -1.2859 0.00 0.00 0.01
H 3.0236 3.3575 2.7038 0.05 -0.14 -0.04
H 2.5924 5.5355 2.6529 0.02 0.06 -0.02
O 0.8112 -1.3565 -0.4304 -0.31 0.43 0.67
C 0.5964 -2.0333 -1.6845 0.39 1.19 -1.71
C 0.6467 -0.8812 -2.8767 -0.08 -2.30 1.49
O 0.6377 -1.3277 -4.0011 0.03 0.71 -0.15
O 0.6925 0.2943 -2.4244 -0.06 1.41 0.34
C -0.7660 -2.6464 -1.7897 -0.43 -0.26 0.30
C -1.0471 -3.5131 -2.8485 0.06 0.09 0.05
C -2.3161 -4.0402 -3.0067 -0.03 -0.01 -0.04
C -3.3292 -3.7242 -2.1109 -0.02 0.03 0.06
C -3.0585 -2.8766 -1.0506 -0.09 -0.05 0.00
C -1.7891 -2.3392 -0.8931 0.18 -0.07 -0.06
C 1.7664 -2.9796 -1.8769 -0.15 -0.21 0.48
C 2.9690 -2.5467 -2.4217 0.00 0.00 -0.07
C 4.1006 -3.3451 -2.3483 0.01 0.04 -0.01
C 4.0426 -4.5845 -1.7279 0.01 -0.02 -0.04
C 2.8341 -5.0448 -1.2279 -0.04 -0.07 0.05
C 1.7008 -4.2487 -1.3052 0.10 0.08 -0.03
H 0.1661 -1.6813 0.2165 0.19 -0.10 -0.01
H -0.2659 -3.7435 -3.5586 0.01 -0.01 -0.02
H -2.5226 -4.6961 -3.8427 0.03 -0.01 0.00
H -4.3240 -4.1305 -2.2405 0.02 -0.02 -0.01
H -3.8368 -2.6169 -0.3436 0.01 0.00 -0.01
H -1.6328 -1.6481 -0.0748 -0.04 -0.02 -0.05
H 3.0232 -1.5840 -2.9126 0.01 0.01 0.01
H 5.0337 -2.9905 -2.7686 -0.01 -0.01 0.00
H 4.9353 -5.1901 -1.6370 -0.02 -0.02 -0.05
H 2.7754 -6.0204 -0.7616 0.00 0.01 -0.01
H 0.7584 -4.6074 -0.9087 0.02 0.00 0.04
S 3.5781 0.3702 -0.6401 -0.48 0.10 -0.05
C 2.5585 1.3030 0.2148 -0.24 -0.35 -0.13
```
Positions in Å, forces in eV/Å.

The total energy comes out at -71991.3507 eV. The value obtained for the relative energy (zero: lowest compared OMol25 entry of this formula, charge and spin) is 31.8 kcal per mole. The spin multiplicity is 5. Its maximum force is 2.741 eV/A. The frontier orbital gap (alpha / beta) comes out at 6.587 / 5.629 eV. As for the net charge: 0.


No. 4
Molecular formula: C10H10BBrO2
Method: DFT, ωB97M-V with the def2-TZVPD basis set

XYZ file:
```
24
Properties=species:S:1:pos:R:3:forces:R:3
B 0.2435 -2.2885 -0.5252 1.60 -0.58 1.44
C -1.8941 2.6515 -0.2823 3.37 -3.64 1.32
C -0.5468 3.0978 -0.6926 0.51 -2.12 -0.50
C -2.0773 1.3953 0.2323 2.70 1.85 -0.35
C 0.5024 2.2327 -0.6926 -0.63 -0.26 2.26
C -0.9329 0.5857 0.5743 1.11 -0.36 -1.26
C 0.4127 1.0715 0.1816 0.84 -1.75 -0.03
C -1.1078 -0.7382 0.7997 -2.27 1.91 1.25
C -0.0257 -1.6424 1.0146 2.21 -1.73 -2.27
C 1.3377 -0.9876 1.3284 0.98 -0.22 1.84
C 1.4686 0.2511 0.4949 -0.51 0.20 -0.15
O -0.5722 -2.1700 -1.5562 -1.33 -0.08 -2.95
O 1.4208 -2.9935 -0.6970 -1.38 -0.42 3.51
Br 3.2825 0.5519 0.0583 0.14 0.53 -0.34
H -2.6838 3.2104 -0.4568 -3.57 2.84 -0.97
H -0.3589 3.9710 -1.2438 -0.48 1.37 -0.51
H -2.9154 0.8256 0.4492 -2.36 0.08 0.12
H 1.5122 2.3148 -1.0465 0.07 1.03 -0.59
H -2.1851 -0.9733 0.7329 0.76 -0.84 0.36
H -0.0780 -2.5145 1.6603 -0.83 -0.01 0.18
H 1.4373 -0.6415 2.4636 -0.27 -0.90 -1.98
H 2.2043 -1.7726 1.1089 -1.92 1.88 0.58
H -0.3102 -2.5971 -2.4369 -0.43 0.87 2.17
H 1.8662 -2.8403 -1.4691 1.68 0.36 -3.14
```
Positions in Å, forces in eV/Å.

The total energy comes out at -85345.9359 eV. The value obtained for the relative energy (zero: lowest compared OMol25 entry of this formula, charge and spin) is 44.9 kcal per mole. Its maximum force is 5.140 eV/A. The frontier orbital gap (alpha / beta) comes out at 6.982 / 6.982 eV. As for the SMILES: OB(O)[C@@H]1C=c2ccccc2=C(Br)C1. As for the net charge: 0.